No. 1
Density functional theory data (the ωB97M-V functional and the def2-TZVPD basis) for a gas-phase ion, C5H10N (charge +1).

Geometry as XYZ:
```
16
Properties=species:S:1:pos:R:3:forces:R:3:lowdin_charge:R:1
C -0.095 1.758 0.633 -1.761 -1.885 1.293 -0.0004
C -0.611 0.319 0.833 1.709 -0.348 1.633 -0.2303
C -1.112 -0.492 -0.278 -0.316 -0.680 0.411 -0.1927
C -1.081 -1.919 0.053 2.305 2.702 0.892 0.1265
C 0.332 -0.717 0.292 -4.605 -3.444 -0.360 -0.2071
N 1.438 -0.545 -0.544 2.660 -2.522 -1.150 0.1933
H 0.354 1.839 -0.296 0.333 0.558 -2.328 0.0462
H 0.703 1.977 1.303 0.204 0.291 1.084 0.0892
H -0.959 2.381 0.739 0.012 0.928 -0.041 0.0954
H -0.837 -0.049 1.849 -0.529 1.050 -0.325 0.1534
H -1.569 -0.151 -1.184 0.504 0.516 -0.580 0.1510
H -1.321 -2.234 1.048 -0.203 -0.260 0.288 0.0921
H -1.144 -2.639 -0.746 0.404 -0.109 -0.161 0.0999
H 1.326 -1.208 -1.410 0.787 1.768 1.728 0.2411
H 2.394 -0.687 -0.050 -1.801 -0.363 -0.977 0.2247
H 1.445 0.413 -0.761 0.297 1.796 -1.407 0.1176
```
Forces are in eV/Å.

maximum force = 5.8 eV/A
highest occupied orbital energy = -13.530 eV
E = -6826.41779 eV
LUMO energy = -0.13887 Eh
SMILES = C[C@H]1[C@@H]2C[C@]12[NH3+]
energy relative to the best compared isomer or geometry (same formula, charge and spin) = 3.784 eV
charge = +1
Kohn-Sham gap = 0.3583 hartree

No. 2
Density functional theory data (the ωB97M-V functional and the def2-TZVPD basis) for a single C8H12N4O3 molecule.

Geometry as XYZ:
```
27
Properties=species:S:1:pos:R:3:forces:R:3:lowdin_charge:R:1
N 1.378 -2.375 -0.868 -1.016 -0.893 -0.999 0.0015
C 0.988 -1.712 0.419 1.872 -2.240 0.142 -0.2471
C 2.085 -0.612 0.680 -0.005 -0.188 2.436 -0.1108
C 1.807 0.789 0.348 -1.337 -0.593 -0.968 -0.3576
C 1.383 1.765 1.168 -0.994 1.692 -1.959 -0.0231
N 0.874 2.780 0.315 1.377 -1.434 -0.119 0.0640
C 1.111 2.351 -0.984 -0.300 -1.392 3.268 -0.1635
N 1.583 1.115 -0.949 0.153 1.329 -2.028 0.0988
C -0.495 -1.304 0.538 1.692 -0.002 0.673 -0.4607
O -1.064 -1.283 1.621 0.233 0.002 -0.914 0.0803
N -1.108 -0.948 -0.624 -1.949 0.349 2.085 0.0718
C -2.536 -0.747 -0.459 -0.524 1.224 -2.610 -0.0881
C -2.993 0.631 0.036 -1.893 -0.585 0.017 -0.5113
O -4.197 0.873 0.149 2.727 -0.261 0.057 0.0780
O -2.036 1.513 0.283 3.181 0.356 -1.656 0.0690
H 0.800 -3.206 -1.041 0.309 0.086 0.642 0.0684
H 1.295 -1.944 -1.817 0.269 0.801 1.612 0.0819
H 1.191 -2.624 1.259 -0.781 2.683 -2.197 0.2029
H 3.048 -0.891 0.283 0.010 -0.593 -0.480 0.1118
H 2.263 -0.552 1.770 -0.139 -0.464 -0.239 0.1202
H 1.209 1.708 2.186 -0.155 0.357 1.792 0.1034
H 0.497 3.676 0.553 -0.015 0.155 0.312 0.1407
H 0.734 2.948 -1.752 -0.083 0.482 -1.482 0.1021
H -0.759 -0.973 -1.539 0.992 -0.286 -0.797 0.1158
H -2.987 -0.754 -1.493 0.316 -0.338 0.946 0.1535
H -2.993 -1.513 0.121 -0.316 -0.466 0.516 0.1231
H -1.079 1.292 -0.206 -3.624 0.221 1.952 0.1749
```
Forces are in eV/Å.

maximum force = 4.1 eV/A
highest occupied orbital energy = -9.421 eV
E = -20592.92881 eV
LUMO energy = 0.01779 Eh
SMILES = N[C@@H](Cc1c[nH]cn1)C(=O)NCC(=O)O
energy relative to the best compared isomer or geometry (same formula, charge and spin) = 1.790 eV
charge = 0
Kohn-Sham gap = 0.3640 hartree

No. 3
Density functional theory data (the ωB97M-V functional and the def2-TZVPD basis) for a molecular structure, C32H27IrN10O.

Geometry as XYZ:
```
71
Properties=species:S:1:pos:R:3:forces:R:3:lowdin_charge:R:1
Ir 0.668 2.825 -0.938 0.284 0.042 -0.035 1.4518
C 3.091 -0.425 2.969 -0.051 0.016 0.001 -0.0349
N 2.398 0.633 2.216 0.037 0.081 0.047 -0.0709
C 2.227 0.753 0.917 -0.082 0.082 -0.027 -0.1049
N 1.463 1.832 0.681 -0.101 -0.071 0.134 -0.1043
C 1.200 2.323 1.940 -0.078 -0.019 -0.097 -0.1717
N 1.746 1.614 2.878 0.082 -0.004 0.097 0.1828
C 2.152 -1.566 3.273 0.076 -0.021 0.048 -0.2058
C 1.913 -1.967 4.580 -0.027 0.017 -0.005 -0.0114
C 1.050 -3.029 4.834 -0.012 -0.011 -0.038 -0.0321
C 0.413 -3.681 3.791 0.005 0.011 0.038 0.0061
C 0.651 -3.273 2.480 -0.044 0.016 -0.002 -0.1402
C 1.529 -2.229 2.228 -0.005 -0.007 -0.022 0.0044
C -0.044 -3.911 1.366 0.005 -0.016 -0.037 -0.2899
N -0.819 -4.934 1.362 -0.010 0.004 -0.012 0.1467
N -1.235 -5.108 0.049 -0.006 0.000 0.001 0.1451
C -0.678 -4.176 -0.638 0.014 0.002 0.040 -0.2855
O 0.099 -3.364 0.128 -0.003 0.022 0.002 0.1014
C -0.786 -3.886 -2.065 0.019 0.007 -0.007 -0.1267
C -1.540 -4.711 -2.889 -0.004 -0.009 -0.009 0.0098
C -1.635 -4.419 -4.242 -0.001 0.003 0.011 -0.0307
C -0.990 -3.311 -4.768 -0.013 0.000 0.007 -0.0204
C -0.234 -2.485 -3.942 -0.013 0.025 -0.018 -0.1944
C 0.464 -1.293 -4.560 0.000 0.007 -0.002 -0.0412
N 0.980 -0.359 -3.554 -0.012 0.033 -0.070 -0.1008
C 0.311 0.554 -2.876 -0.003 0.004 0.040 -0.0954
N 1.142 1.137 -2.005 -0.194 -0.041 -0.061 -0.1055
C 2.346 0.523 -2.240 0.017 0.096 -0.051 -0.1768
N 2.268 -0.390 -3.165 0.033 -0.018 -0.002 0.1747
C -0.127 -2.777 -2.594 -0.008 -0.008 -0.008 0.0204
H 3.461 0.049 3.874 0.002 -0.017 0.008 0.1380
H 3.946 -0.743 2.372 -0.026 -0.008 -0.037 0.1439
H 2.657 0.084 0.194 -0.059 -0.034 0.016 0.1244
H 0.598 3.198 2.122 -0.023 -0.010 0.002 0.1289
H 2.397 -1.455 5.403 0.000 -0.004 -0.005 0.1243
H 0.872 -3.343 5.853 -0.001 -0.001 -0.005 0.1208
H -0.270 -4.499 3.977 0.004 -0.001 0.004 0.1292
H 1.715 -1.940 1.200 0.007 -0.018 0.007 0.1125
H -2.043 -5.570 -2.466 0.001 0.002 -0.002 0.1286
H -2.219 -5.058 -4.889 0.005 0.002 0.002 0.1216
H -1.076 -3.092 -5.826 0.000 -0.001 0.006 0.1261
H -0.217 -0.730 -5.199 0.004 -0.018 -0.022 0.1422
H 1.325 -1.584 -5.159 0.013 -0.021 0.022 0.1478
H -0.728 0.792 -3.030 -0.007 -0.029 0.034 0.1538
H 3.275 0.802 -1.771 -0.016 -0.028 0.031 0.1287
H 0.476 -2.164 -1.936 0.005 -0.009 0.010 0.1096
C -2.057 1.548 -0.358 -0.056 0.078 -0.004 -0.1338
N -1.342 2.749 -0.831 0.083 -0.218 -0.081 -0.1267
C -1.980 3.843 -1.116 0.198 0.246 0.010 -0.0258
C -1.158 4.943 -1.476 -0.151 -0.335 0.048 -0.2963
C -1.282 6.250 -1.850 0.025 0.102 0.002 0.0627
C 0.046 6.744 -2.069 -0.063 0.005 0.010 -0.0155
C 0.912 5.726 -1.824 -0.014 -0.040 -0.046 -0.0802
N 0.194 4.593 -1.450 -0.024 0.130 0.046 -0.2192
C -1.889 1.309 1.119 0.023 -0.014 0.028 -0.2438
C -2.352 2.262 2.022 0.065 0.042 0.002 -0.0440
C -2.250 2.042 3.387 -0.019 0.015 -0.008 -0.0532
C -1.705 0.854 3.856 0.020 -0.021 0.012 -0.0495
C -1.259 -0.107 2.962 0.041 0.038 0.000 -0.0547
C -1.340 0.123 1.594 -0.040 -0.011 -0.031 -0.0422
H -1.722 0.682 -0.929 0.073 0.002 0.020 0.1035
H -3.110 1.711 -0.599 -0.015 -0.059 -0.015 0.1397
H -3.062 3.875 -1.054 -0.004 0.017 -0.025 0.1595
H -2.198 6.811 -1.951 0.003 -0.009 -0.019 0.1345
H 0.309 7.744 -2.374 -0.004 -0.003 0.006 0.1238
H 1.989 5.704 -1.887 -0.004 0.020 0.005 0.1228
H -2.811 3.177 1.663 0.008 -0.001 0.014 0.1161
H -2.618 2.783 4.084 0.000 -0.001 -0.005 0.1177
H -1.643 0.672 4.921 0.002 -0.001 -0.006 0.1186
H -0.854 -1.040 3.331 0.032 -0.046 0.001 0.0971
H -1.007 -0.642 0.897 0.002 0.016 -0.001 0.1088
```
Forces are in eV/Å.

maximum force = 0.4 eV/A
highest occupied orbital energy = -13.224 eV
E = -53394.29637 eV
LUMO energy = -0.27885 Eh
charge = +2
Kohn-Sham gap = 0.2071 hartree

No. 4
Density functional theory data (the ωB97M-V functional and the def2-TZVPD basis) for a molecular structure, C27H36N4O2S2SiTi.

Geometry as XYZ:
```
73
Properties=species:S:1:pos:R:3:forces:R:3:lowdin_charge:R:1
Ti -0.546 -0.044 0.201 0.023 -0.508 -0.421 0.8579
C 3.911 3.922 -1.507 0.025 -0.003 -0.024 -0.0723
C 2.697 3.613 -2.369 0.019 -0.005 0.031 -0.2107
N 2.287 2.206 -2.269 -0.012 0.101 -0.018 0.0122
C 1.551 1.730 -1.277 -0.058 0.009 -0.004 -0.7189
S 1.265 -0.014 -1.268 -0.122 -0.106 0.140 0.7793
N 1.098 2.531 -0.343 0.047 0.046 -0.045 0.0333
N 0.360 1.868 0.588 0.017 -0.022 0.068 -0.0876
C 0.122 2.477 1.702 0.005 0.060 0.067 -0.2252
C 0.626 3.840 2.012 0.005 0.014 -0.043 0.0182
C -0.675 1.693 2.663 -0.076 -0.006 -0.006 -0.1981
C -0.992 2.118 3.938 0.019 -0.004 0.024 0.0308
C -1.723 1.275 4.767 -0.015 0.001 0.025 0.0031
C -2.126 0.037 4.299 -0.010 -0.023 0.006 -0.0076
C -1.780 -0.322 3.010 0.014 0.023 -0.040 -0.0785
N -1.075 0.486 2.211 -0.025 -0.032 -0.087 0.0234
H 4.200 4.965 -1.632 -0.021 -0.010 -0.003 0.0843
H 4.760 3.301 -1.794 -0.007 0.012 0.005 0.0816
H 3.696 3.751 -0.453 -0.011 -0.012 -0.005 0.0628
H 2.904 3.808 -3.419 0.007 -0.038 -0.015 0.1239
H 1.844 4.227 -2.082 -0.006 -0.008 0.014 0.1131
H 2.618 1.553 -2.961 0.020 -0.001 0.022 0.1352
H 1.547 4.023 1.465 0.006 -0.004 0.005 0.0834
H 0.797 3.975 3.077 -0.001 0.001 0.005 0.0866
H -0.099 4.589 1.681 -0.002 -0.005 0.009 0.1126
H -0.673 3.086 4.292 0.013 -0.005 -0.010 0.1255
H -1.970 1.587 5.773 0.001 -0.001 -0.010 0.1336
H -2.693 -0.647 4.914 0.004 0.012 0.004 0.1283
H -2.057 -1.283 2.596 -0.002 -0.008 -0.003 0.1180
O -2.009 0.177 -0.957 0.127 0.110 0.425 -0.6105
S -3.238 -0.499 -1.645 -0.137 -0.009 -0.088 1.1536
C -3.661 -1.895 -0.588 -0.043 -0.028 -0.055 -0.2632
C -4.818 -2.609 -1.239 0.019 0.002 0.026 -0.3043
C -6.044 -2.697 -0.587 0.013 0.010 0.006 -0.0459
C -7.110 -3.343 -1.194 -0.011 -0.010 -0.015 -0.0486
C -6.959 -3.894 -2.459 -0.011 0.000 0.010 -0.0481
C -5.737 -3.811 -3.112 0.028 0.008 -0.005 -0.0477
C -4.666 -3.173 -2.504 -0.019 -0.021 -0.020 -0.0505
C -4.575 0.692 -1.299 -0.011 -0.018 -0.063 -0.2267
C -4.536 1.270 0.079 0.076 -0.002 -0.005 -0.2765
C -3.724 2.374 0.339 -0.015 -0.013 -0.004 -0.0425
C -3.705 2.942 1.603 0.025 0.008 0.004 -0.0683
C -4.486 2.406 2.619 0.004 0.017 0.007 -0.0686
C -5.296 1.308 2.367 -0.016 -0.021 0.006 -0.0524
C -5.324 0.745 1.098 -0.017 -0.020 0.018 -0.0334
H -3.888 -1.523 0.412 -0.019 0.051 0.000 0.0973
H -2.747 -2.491 -0.557 0.014 -0.027 -0.007 0.0961
H -6.160 -2.289 0.410 0.000 0.010 0.000 0.1066
H -8.058 -3.421 -0.679 0.010 0.001 0.002 0.1175
H -7.791 -4.396 -2.933 0.006 0.007 0.006 0.1187
H -5.614 -4.251 -4.093 -0.004 0.002 0.009 0.1183
H -3.711 -3.128 -3.016 -0.003 0.006 0.013 0.1167
H -5.490 0.137 -1.520 0.029 -0.045 0.014 0.1157
H -4.448 1.447 -2.075 0.020 0.008 0.013 0.1128
H -3.139 2.813 -0.462 0.002 0.003 0.002 0.1246
H -3.107 3.826 1.786 -0.008 -0.012 0.004 0.1135
H -4.493 2.868 3.598 0.007 -0.003 -0.004 0.1162
H -5.933 0.911 3.146 0.007 0.009 -0.011 0.1181
H -6.000 -0.076 0.890 0.012 -0.002 -0.005 0.1064
C 1.609 -3.583 -0.317 0.014 -0.059 0.101 -0.1523
Si 0.593 -3.036 1.130 -0.235 0.050 -0.132 0.4055
C -0.619 -4.313 1.719 0.097 -0.034 0.017 -0.1488
C 1.590 -2.277 2.500 0.035 -0.010 0.009 -0.1444
O -0.431 -1.748 0.534 0.224 0.460 0.100 -0.4320
H 2.174 -4.474 -0.029 0.003 0.014 -0.031 0.0534
H 2.331 -2.828 -0.630 -0.014 0.023 0.012 0.0232
H 0.992 -3.852 -1.176 -0.021 0.008 0.017 0.0480
H -0.086 -5.174 2.131 -0.020 0.020 -0.012 0.0517
H -1.244 -4.682 0.903 0.009 0.014 0.000 0.0415
H -1.270 -3.932 2.510 0.012 0.013 -0.015 0.0332
H 2.392 -2.959 2.795 -0.032 -0.005 0.018 0.0529
H 0.991 -2.076 3.391 -0.016 -0.002 -0.014 0.0367
H 2.071 -1.347 2.188 0.002 0.008 -0.045 0.0383
```
Forces are in eV/Å.

maximum force = 0.7 eV/A
highest occupied orbital energy = -13.928 eV
E = -91294.48672 eV
LUMO energy = -0.25165 Eh
energy relative to the best compared isomer or geometry (same formula, charge and spin) = 0.000 eV
charge = +2
Kohn-Sham gap = 0.2602 hartree

No. 5
Density functional theory data (the ωB97M-V functional and the def2-TZVPD basis) for a molecular structure, C36H32FLaP2.

Geometry as XYZ:
```
72
Properties=species:S:1:pos:R:3:forces:R:3:lowdin_charge:R:1
C 1.187 -2.866 -2.598 -0.355 -0.195 -0.016 -0.1259
C 0.067 -3.157 -1.785 -0.185 0.489 -1.061 -0.3908
C -1.049 -3.800 -2.358 0.361 -0.058 0.234 -0.0691
C -0.987 -4.277 -3.672 0.282 0.135 -0.065 -0.0515
C 0.164 -4.054 -4.445 -0.083 0.072 0.275 -0.0479
C 1.239 -3.318 -3.920 -0.116 -0.178 0.282 -0.0553
P 0.047 -2.492 -0.098 -0.116 -1.748 0.124 0.9169
C -1.425 -3.236 0.727 0.313 0.288 -0.015 -0.4059
C -2.506 -2.387 1.035 0.188 -0.753 -0.061 -0.1687
C -3.637 -2.936 1.650 -0.062 0.545 -0.065 -0.0563
C -3.698 -4.293 1.955 0.059 0.093 -0.038 -0.0360
C -2.610 -5.125 1.673 0.101 0.062 -0.080 -0.0309
C -1.468 -4.597 1.072 -0.133 0.143 0.073 -0.0581
La -0.268 -0.081 1.504 0.460 0.699 -1.257 1.8170
P -0.012 2.526 0.059 0.257 1.360 0.481 0.9131
C -1.114 3.180 -1.224 -0.431 -0.486 -0.745 -0.3833
C -0.629 3.878 -2.347 -0.207 0.060 0.400 -0.0699
C -1.522 4.355 -3.312 -0.259 -0.102 0.118 -0.0469
C -2.893 4.081 -3.203 0.239 -0.111 0.196 -0.0452
C -3.367 3.286 -2.148 0.099 0.121 -0.005 -0.0615
C -2.484 2.823 -1.175 0.401 0.273 -0.151 -0.1326
C -0.585 3.261 1.672 -0.210 -0.285 -0.230 -0.4051
C 0.164 2.958 2.826 -0.522 0.100 -0.295 -0.1653
C -0.272 3.420 4.070 0.417 -0.236 0.006 -0.0578
C -1.448 4.153 4.177 -0.077 0.110 -0.124 -0.0430
C -2.214 4.411 3.039 0.002 0.133 0.074 -0.0409
C -1.788 3.976 1.789 0.227 -0.260 -0.014 -0.0745
C 1.618 3.300 -0.194 0.596 -0.205 0.063 -0.3896
C 2.761 2.469 -0.264 -0.430 0.566 -0.154 -0.1127
C 4.012 3.034 -0.514 0.153 0.091 0.020 -0.0651
C 4.148 4.421 -0.685 -0.255 -0.293 0.145 -0.0436
C 3.025 5.252 -0.565 -0.013 -0.231 -0.011 -0.0457
C 1.768 4.695 -0.305 0.070 -0.077 -0.109 -0.0843
C 1.486 -3.279 0.742 0.127 0.040 -0.246 -0.3770
C 2.217 -4.327 0.155 -0.037 0.178 0.255 -0.0689
C 3.345 -4.846 0.798 -0.156 0.064 0.047 -0.0378
C 3.757 -4.317 2.023 -0.189 0.075 -0.061 -0.0433
C 3.045 -3.260 2.598 -0.232 0.182 0.177 -0.0580
C 1.906 -2.744 1.972 0.247 -0.226 -0.302 -0.1368
H 1.110 2.408 2.736 -0.063 0.233 0.102 0.0955
H 0.332 3.207 4.951 -0.198 0.091 -0.159 0.1225
H -1.758 4.544 5.145 0.036 -0.189 -0.231 0.1236
H -3.146 4.972 3.120 0.271 -0.134 0.014 0.1232
H -2.378 4.172 0.895 0.128 0.107 0.319 0.0981
H 0.441 4.074 -2.445 -0.399 0.011 0.002 0.1051
H -1.148 4.960 -4.142 -0.141 -0.295 0.277 0.1209
H -3.595 4.474 -3.942 0.291 -0.158 0.247 0.1205
H -4.432 3.049 -2.069 0.409 0.064 -0.090 0.1182
H -2.855 2.205 -0.351 0.005 0.229 -0.217 0.0979
H 2.645 1.384 -0.150 0.163 0.340 -0.129 0.0781
H 4.894 2.390 -0.583 -0.331 0.265 0.023 0.1161
H 5.134 4.849 -0.897 -0.452 -0.179 0.091 0.1222
H 3.129 6.335 -0.692 -0.071 -0.458 0.113 0.1225
H 0.894 5.348 -0.217 0.303 -0.231 -0.026 0.1237
H 1.903 -4.736 -0.807 0.106 0.118 0.306 0.1116
H 3.896 -5.672 0.339 -0.200 0.313 0.186 0.1247
H 4.624 -4.735 2.542 -0.303 0.225 -0.228 0.1247
H 3.366 -2.839 3.551 -0.052 -0.154 -0.203 0.1186
H 1.322 -1.941 2.476 0.440 -0.592 -0.028 0.0422
H -2.516 -1.324 0.709 -0.190 -0.557 0.056 0.0614
H -4.473 -2.275 1.871 0.062 -0.252 0.018 0.1197
H -4.602 -4.702 2.414 0.356 0.151 -0.141 0.1267
H -2.659 -6.189 1.916 0.039 0.375 -0.070 0.1261
H -0.602 -5.234 0.865 -0.357 0.213 0.047 0.1224
H -1.950 -3.948 -1.758 0.256 -0.074 -0.222 0.1060
H -1.834 -4.829 -4.097 0.397 0.303 0.223 0.1209
H 0.226 -4.452 -5.462 -0.064 0.197 0.387 0.1200
H 2.131 -3.131 -4.530 -0.446 -0.037 0.270 0.1198
H 2.013 -2.289 -2.177 -0.071 -0.222 -0.177 0.1047
H 0.013 0.107 -1.735 1.069 -0.085 0.038 0.0552
H 0.774 0.016 -1.612 -1.030 0.162 -0.268 0.0448
F -0.879 -0.282 3.410 -0.494 -0.211 1.606 -0.5998
```
Forces are in eV/Å.

maximum force = 1.8 eV/A
highest occupied orbital energy = -14.000 eV
E = -59992.72387 eV
LUMO energy = -0.24596 Eh
charge = +2
Kohn-Sham gap = 0.2685 hartree